No. 1
93
Properties=species:S:1:pos:R:3:forces:R:3 method="wB97M-V/def2-TZVPD" smiles="NCc1ccc2c(c1)C(=O)C(CCCO)=CC2=O.CNC(C)=O.CNC(C)=O.CNC(C)=O.CNC(C)=O.CNC(C)=O" energy_ev=-56206.2002 homo_energy_ha=-0.31940 homo_lumo_gap_ev=8.50
N 5.841 -3.326 -1.785 -0.065 0.152 0.252
C 4.662 -3.003 -0.972 -0.191 -0.675 -0.500
C 3.522 -2.399 -1.767 0.200 -0.041 0.581
C 3.690 -1.879 -3.041 0.211 -0.136 -0.187
C 2.608 -1.365 -3.742 0.190 -0.066 0.435
C 1.364 -1.354 -3.136 -0.135 0.386 -0.647
C 1.192 -1.843 -1.847 -0.276 -0.031 0.000
C 2.269 -2.379 -1.165 -0.090 0.182 -0.131
C -0.168 -1.803 -1.245 0.009 -0.125 -0.011
O -0.365 -2.061 -0.077 0.150 0.035 0.024
C -1.316 -1.460 -2.143 -0.768 -0.355 0.105
C -2.700 -1.701 -1.599 -0.194 0.596 -0.419
C -3.579 -2.523 -2.543 -0.346 -0.390 0.658
C -3.260 -4.018 -2.544 0.057 -0.269 -0.928
O -1.876 -4.279 -2.327 0.119 0.170 0.385
C -1.142 -0.990 -3.383 0.799 -0.080 0.466
C 0.218 -0.794 -3.921 -0.335 0.008 -0.045
O 0.394 -0.226 -4.982 0.079 -0.013 -0.058
H 5.564 -3.566 -2.728 -0.018 0.000 -0.025
H 6.268 -4.156 -1.397 0.198 0.065 -0.040
H 4.259 -3.925 -0.537 -0.086 0.126 0.216
H 4.930 -2.351 -0.139 0.103 0.121 -0.070
H 4.676 -1.878 -3.487 -0.073 0.135 -0.054
H 2.715 -0.957 -4.736 0.028 -0.001 -0.058
H 2.119 -2.779 -0.170 -0.018 0.001 0.036
H -2.671 -2.140 -0.604 0.177 -0.159 -0.047
H -3.181 -0.719 -1.479 0.293 -0.455 -0.012
H -4.607 -2.419 -2.185 -0.060 0.002 -0.107
H -3.587 -2.145 -3.564 0.247 0.173 0.004
H -3.532 -4.413 -3.529 -0.143 -0.081 0.072
H -3.856 -4.582 -1.823 0.113 0.192 0.282
H -1.511 -4.790 -3.049 -0.062 -0.029 -0.113
H -1.980 -0.744 -4.018 0.028 0.121 -0.107
C 4.898 2.952 -5.009 0.142 -0.152 0.437
N 5.317 1.654 -4.502 -0.040 -0.072 -0.271
C 5.628 0.537 -5.198 0.001 -0.078 0.166
C 5.541 0.603 -6.704 0.014 -0.069 -0.012
O 5.963 -0.486 -4.613 0.061 0.000 -0.176
H 5.603 3.711 -4.673 -0.120 0.076 -0.158
H 3.912 3.188 -4.604 -0.035 0.110 -0.149
H 4.849 2.957 -6.093 -0.011 -0.084 -0.002
H 5.395 1.538 -3.504 0.013 0.031 0.010
H 5.817 -0.365 -7.110 0.014 -0.028 0.080
H 4.523 0.838 -7.019 0.039 0.096 -0.049
H 6.227 1.356 -7.094 -0.092 0.059 -0.047
C -5.411 1.708 2.354 0.307 -0.250 0.035
N -4.561 1.189 1.296 -0.147 0.123 -0.123
C -4.589 1.476 -0.025 0.157 -0.128 -0.032
C -5.622 2.466 -0.508 0.020 -0.013 -0.077
O -3.795 0.943 -0.792 -0.250 0.510 0.094
H -4.793 2.205 3.101 -0.140 0.025 0.099
H -5.931 0.880 2.835 -0.084 0.116 0.110
H -6.140 2.413 1.966 0.025 -0.011 -0.083
H -3.846 0.523 1.547 0.010 0.022 0.045
H -5.512 2.586 -1.581 0.065 -0.055 0.003
H -6.628 2.103 -0.297 -0.020 0.098 0.067
H -5.475 3.435 -0.031 -0.109 -0.006 0.047
C -4.449 -3.339 4.693 0.360 0.086 -0.158
N -4.221 -1.909 4.716 -0.559 0.154 -0.122
C -4.911 -0.965 5.385 0.067 0.009 -0.121
C -6.083 -1.419 6.226 -0.001 0.105 0.046
O -4.590 0.219 5.317 -0.008 -0.002 0.094
H -3.556 -3.844 5.063 -0.050 -0.055 0.042
H -4.634 -3.663 3.668 -0.079 -0.097 0.048
H -5.299 -3.614 5.310 -0.017 0.047 -0.001
H -3.448 -1.548 4.180 0.171 -0.098 0.162
H -6.528 -0.550 6.699 0.056 0.047 -0.042
H -6.836 -1.903 5.603 0.008 -0.106 0.070
H -5.754 -2.112 7.002 -0.080 -0.089 -0.051
C -1.584 -0.114 8.677 -0.360 0.007 -0.203
N -1.953 -0.926 7.534 0.168 -0.161 0.068
C -1.179 -1.788 6.829 -0.099 0.026 -0.097
C 0.260 -1.946 7.255 0.006 -0.049 -0.044
O -1.644 -2.404 5.881 0.194 -0.100 0.052
H -2.216 -0.370 9.529 0.104 0.051 0.090
H -1.735 0.941 8.439 0.089 0.034 0.098
H -0.545 -0.268 8.950 0.010 -0.029 -0.027
H -2.899 -0.858 7.190 0.013 0.148 -0.058
H 0.741 -2.662 6.596 -0.072 -0.007 -0.043
H 0.789 -0.995 7.183 0.023 -0.007 0.110
H 0.319 -2.319 8.279 0.063 0.094 0.029
C 4.112 6.312 -0.518 0.305 -0.284 0.075
N 5.050 5.768 -1.483 -0.129 0.111 -0.109
C 5.146 6.041 -2.810 0.131 -0.060 -0.020
C 4.169 7.033 -3.393 0.023 -0.014 -0.051
O 5.998 5.493 -3.494 -0.017 0.141 0.056
H 4.660 6.821 0.277 -0.117 0.084 0.027
H 3.532 5.502 -0.075 -0.109 0.095 0.029
H 3.434 7.017 -0.985 0.014 -0.003 -0.040
H 5.731 5.099 -1.161 0.002 0.005 0.023
H 4.375 7.140 -4.453 0.064 -0.054 0.008
H 3.144 6.681 -3.269 -0.024 0.096 0.058
H 4.280 8.007 -2.915 -0.111 -0.004 0.030



No. 2
86
Properties=species:S:1:pos:R:3:forces:R:3 method="wB97M-V/def2-TZVPD" energy_ev=-76284.1778 spin_multiplicity=6 homo_energy_ha="-0.23678 / -0.30491" homo_lumo_gap_ev="7.08 / 7.00"
Os 11.624 12.426 9.377 -0.253 0.198 -0.084
C 13.200 13.316 10.708 -0.939 0.005 0.092
C 11.971 13.777 11.340 0.628 -0.205 -0.168
C 11.749 15.119 10.826 -0.452 -0.037 0.042
C 12.737 15.344 9.861 0.098 0.648 -0.288
C 13.642 14.296 9.784 0.474 -0.407 -0.268
C 14.931 14.188 8.981 -0.298 0.063 0.265
C 15.294 15.555 8.435 0.360 0.712 0.693
C 16.036 13.707 9.941 -0.097 -0.419 -0.171
C 14.859 13.201 7.808 -0.266 -0.220 0.429
C 10.738 16.213 11.213 0.125 -0.119 -0.106
C 9.258 15.856 11.015 -0.158 0.332 0.449
C 10.993 17.441 10.330 0.213 0.368 -0.291
C 10.946 16.668 12.672 -0.018 0.173 -0.045
C 11.555 13.124 12.651 -0.490 0.141 0.302
C 11.879 11.634 12.661 0.155 -0.715 -0.062
C 12.369 13.771 13.792 -0.131 -0.001 -0.209
C 10.040 13.181 12.940 0.123 -0.095 0.107
H 13.800 12.519 11.088 0.240 -0.340 0.165
H 12.810 16.212 9.233 -0.061 0.142 -0.022
H 15.374 16.277 9.278 -0.058 -0.287 -0.586
H 14.570 15.925 7.716 -0.212 0.041 -0.044
H 16.261 15.526 7.936 0.133 -0.056 -0.073
H 16.032 14.277 10.869 -0.001 0.026 0.050
H 17.015 13.827 9.463 -0.117 -0.148 0.089
H 15.876 12.636 10.180 0.230 0.507 -0.038
H 14.292 13.601 6.972 -0.131 0.026 -0.044
H 14.415 12.237 8.113 0.177 0.269 -0.153
H 15.875 13.026 7.474 0.205 -0.194 -0.209
H 9.006 15.844 9.966 -0.106 -0.024 -0.217
H 8.655 16.644 11.505 0.165 -0.286 -0.239
H 8.954 14.903 11.438 0.120 0.027 -0.037
H 10.919 17.197 9.259 -0.073 0.022 0.294
H 11.992 17.889 10.490 -0.467 -0.201 0.065
H 10.230 18.196 10.551 0.161 -0.037 -0.016
H 10.459 16.024 13.401 0.041 -0.096 -0.060
H 10.522 17.672 12.808 0.085 -0.172 -0.069
H 12.009 16.705 12.899 0.074 0.157 0.085
H 12.948 11.404 12.596 -0.135 0.115 0.035
H 11.394 11.104 11.821 0.045 0.132 0.298
H 11.507 11.186 13.597 0.142 0.126 -0.329
H 13.429 13.599 13.599 0.047 -0.099 0.150
H 12.084 13.325 14.747 0.112 0.007 0.045
H 12.235 14.850 13.851 -0.121 -0.142 0.031
H 9.457 12.785 12.101 0.134 -0.095 0.075
H 9.667 14.175 13.138 0.042 0.265 0.096
H 9.827 12.574 13.829 -0.004 0.104 -0.198
C 6.522 12.307 5.941 -0.019 -0.706 0.400
C 7.702 11.398 6.360 -1.084 0.290 -0.487
O 8.975 12.005 6.231 0.913 0.185 -0.205
P 9.557 13.178 7.123 -0.434 -0.145 -0.154
S 11.530 13.283 6.897 0.081 -0.070 0.179
S 9.054 13.032 9.056 0.193 -0.112 -0.049
O 8.813 14.405 6.430 0.045 -0.472 -0.141
C 8.856 15.713 6.993 0.678 0.012 0.639
C 9.915 16.556 6.334 0.114 0.445 -0.008
H 5.615 11.671 5.909 0.374 0.363 0.215
H 6.625 12.726 4.942 0.303 0.050 0.004
H 6.381 13.116 6.671 -0.036 -0.212 -0.270
H 7.733 10.499 5.740 0.099 0.177 0.013
H 7.580 11.092 7.386 -0.135 -0.160 0.494
H 9.051 15.615 8.067 -0.097 0.124 -0.168
H 7.869 16.103 6.861 -0.617 0.410 -0.074
H 10.902 16.100 6.471 -0.165 0.201 0.011
H 9.903 17.578 6.755 0.079 -0.448 -0.066
H 9.716 16.645 5.269 0.032 -0.032 -0.141
C 11.476 9.325 7.293 -0.668 0.275 -0.339
Si 11.451 9.948 9.079 0.100 -0.963 0.160
C 9.866 9.244 9.851 -0.172 -0.274 0.265
C 12.895 9.019 9.941 0.110 0.371 -0.315
C 12.886 7.692 10.377 -1.144 -0.072 -0.057
C 13.955 7.102 11.023 -0.214 -0.092 0.056
C 15.120 7.824 11.222 0.345 -0.218 0.032
C 15.205 9.116 10.735 -0.712 -0.183 0.093
C 14.097 9.689 10.112 0.861 0.468 0.184
H 11.228 8.256 7.289 0.171 0.078 0.041
H 12.434 9.472 6.780 -0.172 0.031 0.138
H 10.678 9.830 6.707 0.508 -0.171 0.225
H 9.823 8.156 9.632 -0.041 0.523 0.134
H 8.969 9.714 9.425 0.185 -0.104 0.029
H 9.806 9.369 10.953 0.134 -0.035 -0.582
H 11.967 7.112 10.250 0.267 0.086 0.061
H 13.823 6.094 11.401 0.260 0.040 -0.059
H 15.961 7.370 11.734 -0.045 0.056 0.012
H 16.076 9.714 10.903 0.496 0.158 -0.036
H 14.243 10.717 9.782 -0.335 -0.086 -0.065